C26H53NO10S | ωB97M-V/def2-TZVPD

Last column: Mulliken charge in e.
Geometry (Å):
H 0.9015 5.2674 -7.1353  0.416
H 2.8272 1.4832 -0.2937  0.332
H -0.8241 -6.3930 2.6967  0.340
O 2.8465 6.5707 -8.3450  -0.376
H 1.1478 -1.8242 1.1421  0.370
H -0.7545 -5.2707 4.0630  0.317
C 2.2574 0.5822 -0.0443  -0.725
H 0.9437 4.2408 -5.6703  0.306
O -4.5449 -5.3575 3.7518  -0.504
O 1.2068 -7.9354 3.5164  -0.376
O -5.1664 -5.2901 1.6074  -0.355
C -7.9189 -2.7165 1.6896  -0.577
C 3.8619 4.4832 0.3470  -0.861
H -0.2758 -7.5192 4.8419  0.368
C 3.8047 7.0128 -2.0480  -0.614
N -3.1601 -4.1420 2.3914  0.183
C -7.2821 -4.0719 2.0599  -0.472
H 1.2165 7.5418 -9.0798  0.247
C -3.3983 -2.7243 2.4297  0.220
H 0.8513 4.3753 -0.6661  0.391
O 0.8076 -5.1065 2.7775  -0.214
H 1.7948 0.7021 0.9388  0.312
O 2.3727 -1.1661 2.6988  -0.467
H 1.4707 0.4518 -0.7864  0.276
H 1.5012 7.8152 -7.3509  0.294
H -5.5350 -3.2549 1.1160  0.000
H 1.7510 5.8246 -2.4728  0.062
H -4.1327 -0.2970 4.5861  0.430
H 3.5253 7.3878 -3.0382  0.248
H 0.3402 -1.3122 2.6359  0.232
C 3.7391 6.5353 -7.2411  -0.619
H 4.1560 0.3720 1.4337  0.251
C 3.2842 5.5462 -6.1897  -0.453
H 1.6344 5.3812 0.5624  0.372
O 3.0973 -0.5598 -0.0918  -0.421
C 0.9893 -5.4514 1.4157  -0.793
H 4.7126 6.2160 -7.6260  0.387
C 0.9418 5.2702 -6.0437  -0.888
O 2.8779 4.2295 -0.6406  -0.335
H 4.1542 5.9803 -2.1275  0.269
H -7.0525 -4.0783 3.1255  0.250
H -4.1512 0.9890 2.4659  0.432
C -6.0270 -4.2270 1.1901  -0.261
S -9.7152 -2.8688 1.4443  -0.253
C 1.6797 6.1826 -1.4410  -0.220
C -3.9209 -0.0706 2.4762  -0.556
H 1.1603 -6.5229 1.2906  0.444
H 0.1172 -5.1443 0.8265  0.252
H -6.3577 -4.4792 0.1794  0.369
H 4.7829 3.9918 0.0355  0.235
H 2.8591 -6.6853 3.2857  0.214
H 3.0340 -7.9976 4.4854  0.327
H -3.6270 -0.0960 0.3544  0.481
H 1.1663 -6.5097 5.0289  0.382
H 3.1703 4.5478 -6.6213  0.384
H 0.7249 6.7068 -1.3304  0.376
H 0.0562 5.7773 -5.6624  0.252
H -3.1712 -2.5436 0.3342  0.442
H 3.8585 7.5321 -6.8059  0.323
H -7.4758 -2.3498 0.7587  0.325
C -3.3841 -2.0086 1.2536  -0.183
C -0.1551 -5.9288 3.4272  -0.313
C 1.9847 7.6950 -8.3234  -0.707
O 2.7054 7.1250 -1.1614  -0.400
H 4.0480 5.4907 -5.4070  0.366
H 4.9692 -0.9552 0.5890  0.403
H 3.0415 -8.3661 2.7496  0.239
C 1.2084 -1.8352 2.2343  -0.350
C -4.3237 -4.9416 2.6338  0.219
C 1.7116 5.0232 -0.4686  -0.559
H 4.6158 7.6262 -1.6572  0.291
C 2.6073 -7.7238 3.5145  -0.624
H 4.3318 -1.6818 2.8173  0.413
H 1.1956 -2.8657 2.5985  0.130
H -7.9645 -4.8904 1.8204  0.461
H 2.5421 8.6052 -8.5693  0.329
H 3.5497 4.0644 1.3102  0.312
C -3.6442 -0.6679 1.2722  -0.907
H -3.6345 -2.7261 4.5321  0.510
H -7.6872 -1.9642 2.4445  0.355
H 3.4127 -2.5991 1.6128  0.063
C -3.6425 -2.1257 3.6319  -0.238
H -2.6570 -4.4268 1.5596  0.329
O 2.0794 5.9673 -5.5644  -0.275
H 1.8624 -4.9129 1.0481  0.166
C 0.5026 -6.9778 4.2960  -0.811
C 4.0090 -0.6196 0.9948  -0.499
H 4.0548 5.5525 0.4596  0.460
H -10.1204 -1.5824 1.4299  0.135
C -3.9068 -0.7753 3.6408  -0.837
C 3.5545 -1.6056 2.0497  -0.251

The LUMO energy is 0.0171 Eh. As for the structure (SMILES): O=C(Nc1ccccc1)OCCCS.COCCOC.COCCOC.COCCOC.COCCOC.

C10H24FO5PS2Si2 | ωB97M-V/def2-TZVPD

Last column: Mulliken charge in e.
Geometry (Å):
H 5.1871 -0.0444 1.9798  0.389
C 1.5572 -2.6184 1.4515  -0.687
H -0.8730 3.5935 -4.2161  0.324
H 2.2390 -3.8709 -0.2302  0.340
H 1.5413 -0.0958 -1.2558  0.044
C 1.1905 0.9342 -1.3971  -0.416
H 3.9925 -0.9137 3.0453  0.375
H 2.0711 1.5863 -1.2731  0.400
C 4.2794 -0.6596 2.0103  -1.338
H -2.4238 -3.2918 -1.0972  0.263
H -3.6352 -2.2949 -1.9533  0.331
H 0.5806 -3.0180 1.7630  0.375
H -2.2913 2.6628 0.9814  0.258
H -0.7680 1.6967 -0.9133  -0.052
H -4.3984 0.1137 -1.7997  0.133
C -2.4919 2.3641 2.0250  -0.983
H 3.0921 1.1006 1.3963  0.454
H 2.3722 -3.1199 1.9907  0.519
Si -0.2840 0.0584 0.9312  -0.277
H -2.3204 3.2709 2.6275  0.392
C -3.3075 -2.6468 -0.9631  -1.136
C 0.1348 1.4028 -0.3468  -0.023
H 3.2658 -0.1992 0.1882  0.236
O -0.2405 1.8378 3.2470  -0.695
H -1.0343 1.8427 -4.5962  0.285
H -4.0752 -3.2368 -0.4451  0.312
O -1.8876 0.1952 3.5484  -0.675
H -3.5373 2.0599 2.1632  0.319
P 1.5316 -0.8060 1.8930  -0.138
C -0.8437 2.5809 -3.7989  -0.783
S -3.4108 0.6075 -1.0047  -0.356
H 0.4846 2.3264 0.1488  0.396
H 2.2796 -2.1600 -0.6167  0.204
S -1.3110 1.1005 2.5699  1.302
F -3.6082 -1.2618 1.4501  -0.271
C 0.5227 2.2946 -3.1622  0.697
Si -2.7772 -1.1402 0.0610  0.770
O 1.3254 3.1537 -3.0409  -0.530
O -1.1204 -1.2643 0.2600  0.221
O 0.6902 1.0025 -2.7456  -0.437
H -1.6378 2.4756 -3.0425  0.120
H 4.4736 -1.6318 1.5225  0.274
C 3.0753 0.0115 1.2575  -0.269
C 1.6901 -2.9211 -0.0811  -0.806
H 0.7007 -3.0772 -0.5322  0.137

The LUMO energy is -0.0027 Eh. The energy relative to the best compared isomer or geometry (same formula, charge and spin) is 149.3 kJ/mol.

C33H47O5 | ωB97M-V/def2-TZVPD

Last column: Mulliken charge in e.
Geometry (Å):
H -1.7384 4.5375 -3.9632  0.311
H -0.8529 -3.3931 -6.2016  0.310
H -0.7912 -1.5561 5.4450  0.336
H -0.6845 2.0423 4.3300  0.347
C 1.6021 -1.3281 3.0996  1.691
O 0.0374 -2.5250 -1.8599  -0.738
H 1.8343 4.0836 -1.7780  0.258
C 2.1785 -3.8920 0.1830  -1.878
C 0.8118 -1.4798 0.8148  -0.381
H 3.3101 4.0786 -0.7898  0.430
H -1.9626 3.7366 -5.5361  0.375
C 1.6096 0.9142 5.2848  -1.754
C -2.7021 3.0051 1.1389  -0.984
C 0.3516 0.1789 4.8079  2.296
H 4.1499 -2.1728 0.8769  0.274
O -0.0105 -2.1135 -4.0438  -0.321
C 2.7319 3.5140 -1.5233  -1.358
H 1.0522 -4.6146 2.5756  0.351
H -2.6056 3.7925 1.8924  0.378
C -0.8373 1.1344 4.9252  -2.058
H 0.6964 0.4215 -4.5225  0.157
H -6.0851 2.8246 0.8297  0.374
C -1.5902 2.2595 0.7577  -0.545
C 2.1136 -4.3455 2.6220  -1.901
H 0.9617 -1.6696 5.7704  0.357
H 1.8041 1.7840 4.6473  0.324
H 2.4672 0.2369 5.2389  0.338
C -5.1969 3.3962 1.1180  -1.527
C 0.5498 -0.3323 3.3597  -0.641
H 4.5270 -3.8077 1.4908  0.468
H 3.3479 3.4095 -2.4230  0.314
C -0.7690 0.0775 -0.2018  -1.283
C 3.9120 -2.9135 1.6493  -1.777
H -0.2982 -4.9943 -5.6922  0.420
H -3.0308 0.2952 -1.6211  0.368
H 2.3441 -3.9620 3.6202  0.354
H 1.9807 2.2160 0.0469  0.112
H 1.4679 1.2546 6.3187  0.472
H 0.0329 2.5075 -4.6204  0.359
C -0.1194 -3.9228 -5.5868  -1.318
H -1.7683 0.6438 4.6152  0.380
C 0.1230 -0.2150 -2.5986  1.381
C 1.3265 0.2126 -1.8647  0.164
H 2.4648 -3.1950 -0.6118  0.280
H 0.5238 -4.0710 -3.5381  0.222
C -4.0594 1.7887 -0.4420  -0.692
O 2.5110 -1.5601 3.9323  -0.777
H -0.9574 0.8798 2.5024  0.632
H 1.1264 -4.1673 0.0535  0.387
C -0.1840 0.5282 -3.8549  -1.419
C -0.4947 2.0307 -3.7795  -0.252
C 1.5655 -2.0270 1.8016  -0.723
H -0.6008 2.5009 1.1574  0.653
H -5.3013 4.4108 0.7152  0.268
H -1.2284 -3.7759 -3.7339  0.270
C -3.9649 2.7191 0.6021  1.109
C -2.2659 3.7321 -4.4839  -1.528
H 3.2819 1.4968 -0.9572  0.327
H 2.7154 -5.2422 2.4329  0.450
H -1.0153 0.0062 -4.3542  0.372
H 0.8156 -1.9424 -0.1620  -0.058
C -0.1898 0.1341 2.3027  -0.752
H -5.0237 1.6385 -0.9324  0.314
H -2.3663 2.3639 -2.8139  -0.345
C 0.0771 -1.6876 -2.7704  0.218
C -0.0360 -0.3439 0.9616  0.832
H -0.9522 1.4380 5.9738  0.443
C -0.2323 -3.5481 -4.1347  -0.062
C 0.0981 -0.9982 5.7596  -1.794
H -2.5195 1.5890 -4.3780  0.324
H -0.9975 -0.7254 -0.8991  0.476
C -1.7340 1.1379 -0.1083  1.013
H -0.0492 2.4276 -2.8640  0.083
O 2.2086 -0.5031 -1.4021  -0.687
H 4.1273 -2.4881 2.6335  0.337
C -1.9791 2.3784 -3.8398  0.271
H -0.0670 -0.6158 6.7744  0.465
H 0.8844 -3.7121 -5.9694  0.286
C 2.4295 -3.2839 1.5649  2.306
H -3.3392 3.9395 -4.4396  0.421
C -2.9561 1.0378 -0.8229  -0.614
H 2.7812 -4.8020 0.0697  0.450
H -5.1814 3.4739 2.2109  0.387
O 1.3980 1.5633 -1.8217  -0.010
C 2.4056 2.1540 -0.9663  -0.121

The LUMO energy is 0.0737 Eh. The energy relative to the best compared isomer or geometry (same formula, charge and spin) is 34.6 kJ/mol. Its charge is -1.

C4H7NO | ωB97M-V/def2-TZVPD

Last column: Mulliken charge in e.
Geometry (Å):
H -1.8976 1.4433 -1.6843  0.241
H 0.0104 0.5805 1.6426  0.358
C 1.4436 -0.5587 0.4238  -0.611
H -2.0165 0.0417 -0.6756  0.240
C 0.1763 0.2148 0.6320  0.161
N -1.4534 0.7864 -1.0602  -0.384
H -0.1529 -1.9282 1.2172  0.269
H 2.0872 -0.7135 1.2849  0.251
H 1.9747 -0.4197 -0.5133  0.233
O 0.2512 2.2363 -0.6695  -0.610
C 0.1184 -1.2686 0.3974  -0.672
H -0.2286 -1.6022 -0.5771  0.299
C -0.3129 1.1878 -0.4178  0.227

The LUMO energy is 0.0352 Eh. The energy relative to the best compared isomer or geometry (same formula, charge and spin) is 84.2 kJ/mol. As for the structure (SMILES): NC(=O)C1CC1.

CH10N3 | ωB97M-V/def2-TZVPD

Last column: Mulliken charge in e.
Geometry (Å):
N -1.9395 0.6708 -0.9041  -1.111
H 1.7693 -1.3926 0.7054  0.788
H -2.4165 0.8471 -1.7868  0.289
H 0.0673 0.2693 -1.0372  0.408
H 1.7846 0.5002 -0.7459  0.821
N 0.7038 0.1876 1.5736  -0.389
H -2.6320 0.2306 -0.2897  0.316
H 1.2371 -0.9280 -1.5007  0.951
H -0.2007 0.2079 2.0099  0.266
H 1.4692 0.2717 2.2259  0.255
N 0.9851 -0.1670 -0.8111  -1.676
C 0.8700 -0.7979 0.5575  -1.640
H 0.0450 -1.4907 0.5218  0.417
H -1.7427 1.5910 -0.5185  0.306

The LUMO energy (alpha / beta) is 0.0343 / 0.0210 Eh. The energy relative to the best compared isomer or geometry (same formula, charge and spin) is 11.4 kJ/mol. As for the expectation value of S²: 0.751. The spin multiplicity is 2.